The following is a quantum chemistry calculation of a structure of composition C34H44BN10OS3Tb in a non-equilibrium geometry, from OMol25.

Output
⟨S²⟩   16.382
HOMO level (spin up / spin down)   -9.4735 / -9.4896 eV
Spin multiplicity   8
LUMO (spin up / spin down)   -0.1233 / -0.1992 hartree
Charge   +1
Gap between HOMO and LUMO (spin up / spin down)   6.118 / 4.070 eV
Electronic energy   -108535.466 eV
F_max   1.8 eV Å⁻¹

Each line ends with the Mulliken charge.
CARTESIAN COORDINATES (ANGSTROEM)
Tb  0.00567  0.16854  0.02373  0.3583
C  0.98520  2.24505  2.70178  -0.9867
N  0.11013  1.05493  2.77216  2.1557
C  0.74483  0.01438  3.59183  -0.8420
C  2.04540  -0.50449  3.01750  -1.7619
N  1.92777  -1.17355  1.70129  2.0827
C  1.26263  -2.48699  1.83806  -1.0375
C  3.27578  -1.28677  1.20288  -0.9471
C  4.12930  -2.29261  1.61450  -0.4867
C  5.45210  -2.31556  1.18483  -0.9163
C  5.93816  -1.33609  0.32115  -0.7312
C  5.10449  -0.32338  -0.09530  -0.7263
C  3.76514  -0.28444  0.33568  0.7520
S  2.73786  0.96520  -0.24641  -0.2824
C  -1.14165  1.49097  3.39006  -1.3371
C  -1.25244  1.62039  4.77295  -0.5319
C  -2.41305  2.08686  5.36500  -0.9127
C  -3.49459  2.44053  4.57110  -0.8660
C  -3.39604  2.32744  3.19755  -0.8916
C  -2.22313  1.86705  2.58017  1.8801
S  -2.19760  1.81794  0.83931  -0.1959
H  1.34383  2.52940  3.69890  0.4141
H  0.40403  3.06334  2.28984  0.0670
H  1.83937  2.07098  2.04598  0.2124
H  0.03199  -0.79793  3.73009  0.3959
H  1.01095  0.39726  4.58274  0.3848
H  2.46746  -1.20912  3.74548  0.4606
H  2.75710  0.31609  2.92427  0.5634
H  1.61619  -3.03758  2.71598  0.5103
H  1.43930  -3.08201  0.94515  0.3132
H  0.18633  -2.34381  1.92815  -0.1852
H  3.77758  -3.06751  2.28293  0.4096
H  6.11349  -3.09375  1.54186  0.4210
H  6.96466  -1.36686  -0.01719  0.4058
H  5.45265  0.44248  -0.77531  0.5082
H  -0.42862  1.35548  5.42313  0.3680
H  -2.46283  2.17980  6.44191  0.4622
H  -4.40764  2.80908  5.02071  0.4380
H  -4.22810  2.59136  2.55792  0.5260
C  -2.50038  -1.56735  3.06668  -1.2669
C  -2.86356  -1.23480  1.65783  0.4258
C  -4.13434  -0.87610  1.19131  -1.4990
C  -3.98316  -0.73441  -0.16460  -0.6894
N  -2.71096  -1.03191  -0.49000  3.0143
N  -2.00062  -1.32146  0.64304  -0.5502
B  -2.27975  -1.49358  -1.90743  -1.4415
N  -1.05492  -2.43613  -1.74803  1.2750
C  -0.96169  -3.66835  -2.26751  0.0025
C  0.35776  -4.05301  -2.24634  -2.0051
C  1.03703  -2.96005  -1.70160  0.2932
C  2.51279  -2.79846  -1.58955  -0.8623
N  0.17127  -1.99151  -1.37146  0.0873
N  -1.80228  -0.28666  -2.76834  0.8414
C  -2.03835  -0.01659  -4.06763  0.0660
C  -1.11410  0.90292  -4.50305  -1.9523
C  -0.30329  1.15603  -3.39617  0.4837
C  0.90136  2.03758  -3.36665  -0.7774
N  -0.73072  0.45457  -2.34479  0.4037
N  -3.42189  -2.32848  -2.47917  0.7323
C  -4.19578  -3.17929  -1.75006  -0.2878
C  -4.99437  -3.87669  -2.61373  -1.2429
C  -4.64483  -3.39512  -3.89474  0.6569
C  -5.21847  -3.77820  -5.21817  -1.2820
N  -3.69491  -2.48295  -3.79713  -1.2451
H  -3.25817  -2.23037  3.48269  0.5641
H  -2.46554  -0.67210  3.68910  0.0955
H  -1.54042  -2.07957  3.11282  0.1793
H  -5.02586  -0.72281  1.77511  0.6077
H  -4.70749  -0.49274  -0.92446  0.6424
H  -1.83371  -4.18611  -2.63190  0.4165
H  0.77807  -4.97887  -2.60009  0.5089
H  2.96360  -2.86556  -2.58059  0.4414
H  2.96468  -3.57428  -0.96920  0.3149
H  2.75147  -1.82434  -1.18455  -0.0837
H  -2.82711  -0.52377  -4.58713  0.5966
H  -1.02361  1.32780  -5.48808  0.4948
H  0.63676  3.06299  -3.62559  0.3180
H  1.62555  1.68647  -4.10251  0.4042
H  1.37137  2.03208  -2.38581  -0.2739
H  -4.10973  -3.24440  -0.67726  0.4845
H  -5.72796  -4.62604  -2.36769  0.4243
H  -5.65674  -4.77309  -5.17122  0.3689
H  -4.44615  -3.76103  -5.98543  0.3524
H  -5.99920  -3.07475  -5.51219  0.2416
C  1.91491  4.75681  -0.32215  -0.9429
S  0.36293  4.00944  -0.88891  0.3442
C  -0.74861  5.00285  0.13946  -0.9165
O  0.35089  2.61900  -0.31719  -0.3326
H  1.96645  5.77574  -0.70492  0.4919
H  2.73319  4.16498  -0.72928  0.2513
H  1.95064  4.75126  0.76532  0.3139
H  -0.85007  5.98298  -0.32825  0.4871
H  -0.35151  5.10267  1.14725  0.2907
H  -1.70706  4.48843  0.16382  0.2835

The following is a quantum chemistry calculation of a structure of composition C34H44CsN8O6S2Sb3 in a non-equilibrium geometry, from OMol25.

Output
Energy above the lowest of the compared OMol25 structures with the same formula, charge and spin   91.8 kJ/mol
HOMO level   -3.3616 eV
LUMO   0.1295 hartree
Charge   -2
Gap between HOMO and LUMO   6.884 eV
Electronic energy   -102010.785 eV
F_max   2.3 eV Å⁻¹

Each line ends with the Mulliken charge.
CARTESIAN COORDINATES (ANGSTROEM)
Cs  0.88376  -0.62302  -0.54191  1.7890
O  1.67404  1.76084  -0.22990  -0.1721
S  1.46227  2.80714  0.75749  1.0803
O  2.57095  3.73383  0.87985  -0.7864
O  1.00689  2.26248  2.03627  -0.3528
C  0.06872  3.80321  0.13077  -0.4187
C  0.20613  5.16106  0.38766  -0.6819
C  -0.75752  6.08478  0.01030  -0.6399
C  -1.89102  5.64434  -0.64569  -0.6820
C  -2.04026  4.29041  -0.90537  -0.6601
C  -1.08620  3.35500  -0.53173  0.0014
S  -1.50922  1.64379  -1.01418  1.6209
O  -2.95258  1.67095  -1.23885  -0.8556
O  -1.12899  0.82565  0.13302  -0.6335
O  -0.72763  1.35378  -2.20616  -0.3379
H  1.10847  5.48429  0.88716  0.4968
H  -0.61093  7.13545  0.22983  0.3583
H  -2.66117  6.33982  -0.95458  0.3874
H  -2.93046  3.92987  -1.40119  0.4650
C  -1.86639  -1.65752  4.06559  -1.3163
Sb  -0.54931  -0.29093  3.01681  0.2847
C  -1.96481  1.30221  3.07337  -1.2630
C  0.45351  0.29934  4.84983  -1.7206
C  1.41550  -0.71174  5.36582  0.8246
C  0.94017  -1.69230  6.23872  -0.5798
C  1.75650  -2.68230  6.75597  -0.7301
C  3.09785  -2.70101  6.41017  -0.6904
C  3.59050  -1.73195  5.55448  -0.6397
C  2.78001  -0.73200  5.00905  0.8360
C  3.39735  0.25349  4.08407  -1.5328
Sb  3.44311  -0.33813  1.97716  0.1761
C  4.77585  -1.98766  2.31180  -1.4397
C  5.02576  1.04810  1.55566  -1.4255
H  -1.32042  -2.53086  4.41704  0.3364
H  -2.65236  -1.99941  3.39271  0.2229
H  -2.32012  -1.14779  4.91750  0.4251
H  -2.26924  1.48492  4.10758  0.5503
H  -2.83224  1.02873  2.47519  0.3275
H  -1.51594  2.19574  2.65121  0.2391
H  -0.35085  0.45824  5.57292  0.7138
H  0.92555  1.25792  4.63966  0.5548
H  -0.10782  -1.66772  6.51528  0.3300
H  1.34737  -3.42953  7.42522  0.3784
H  3.75971  -3.46379  6.80296  0.3732
H  4.63987  -1.73952  5.28572  0.3196
H  4.44516  0.40872  4.35360  0.7185
H  2.89082  1.21775  4.10116  0.4516
H  5.67990  -1.63968  2.81455  0.4076
H  5.02668  -2.42553  1.35017  0.3807
H  4.29510  -2.75286  2.91705  0.3706
H  5.73457  1.02028  2.38681  0.4954
H  4.63769  2.05772  1.42886  0.3140
H  5.53209  0.74719  0.63931  0.4081
C  -3.60626  -1.26942  0.20606  -0.0888
C  -3.16947  -2.04280  -0.98555  0.3989
N  -1.92454  -2.30422  -1.27750  -0.1429
C  -1.93026  -3.02818  -2.43678  -0.6189
C  -3.20855  -3.20703  -2.86747  -0.5874
N  -4.00304  -2.56123  -1.93862  0.2507
C  -5.42916  -2.44589  -2.00154  -0.8730
N  -5.82963  -1.80000  -3.22800  0.7151
N  -6.79470  -2.32765  -4.00089  -0.8977
N  -6.99682  -1.57349  -5.01415  -0.5542
C  -6.13032  -0.51068  -4.94340  0.0041
C  -5.92837  0.57449  -5.80910  -0.7145
C  -4.95900  1.47778  -5.45569  -0.6576
C  -4.19316  1.33100  -4.27320  -0.5343
C  -4.37242  0.27794  -3.41318  0.0662
C  -5.36489  -0.64000  -3.78038  1.0847
H  -2.76295  -0.65598  0.51857  -0.6411
H  -3.90087  -1.93080  1.02372  0.4918
H  -4.42856  -0.58786  -0.01445  0.2862
H  -1.02060  -3.36629  -2.90258  0.5090
H  -3.62047  -3.68098  -3.74014  0.4214
H  -5.76650  -1.86737  -1.13962  0.4084
H  -5.91960  -3.42195  -1.99511  0.3644
H  -6.51237  0.67978  -6.71317  0.3976
H  -4.76000  2.33086  -6.09147  0.3723
H  -3.43264  2.06092  -4.03020  0.4747
H  -3.76777  0.20585  -2.52009  0.1640
C  3.80727  2.03826  -4.88680  -1.3823
Sb  2.57350  1.02167  -3.42629  0.3109
C  2.86388  -0.90128  -4.35320  -1.2275
C  4.20944  0.70654  -2.07134  -1.1388
H  4.71986  1.46989  -5.07049  0.3639
H  4.07615  3.02786  -4.51818  0.3712
H  3.26423  2.15542  -5.82409  0.3334
H  3.92084  -1.04728  -4.58127  0.3264
H  2.28436  -0.97514  -5.27313  0.3862
H  2.55208  -1.70195  -3.68263  0.2813
H  5.11004  0.56706  -2.67272  0.4996
H  4.03069  -0.18999  -1.47639  0.2805
H  4.31696  1.55562  -1.40212  0.3033
N  2.96274  -2.51370  -0.48254  -0.2577
C  3.22210  -3.46611  -1.09851  0.2167
N  3.41073  -4.51321  -1.87680  -0.7206
C  4.48378  -5.20252  -1.49080  0.5424
N  5.39791  -5.86965  -1.23457  -0.6674